1.
Density functional theory data (ωB97M-V with the def2-TZVPD basis set) for the ion C4H10N2O3P with charge +1.

HOMO energy (spin up / spin down) in eV: -9.973 / -15.392
Molar mass in g/mol: 165.11
Total charge: +1
Total energy in eV: -22710.5260
Spin multiplicity: 3

Cartesian coordinates (Å):
C: -1.36893 0.11679 -0.45425
C: -0.10575 -1.83023 -0.81265
C: -3.50432 1.20772 0.26881
C: 2.54090 -0.24543 1.57744
N: -0.26323 -0.40536 -0.57350
N: -2.35623 0.74979 -0.34572
O: 1.11633 1.81470 0.36649
O: 1.63880 0.47276 -1.95759
O: 2.40797 -0.31816 0.19149
P: 1.31871 0.62500 -0.41566
H: -0.97702 -2.28162 -1.23410
H: 0.31155 -2.37730 0.03917
H: 0.60295 -1.82305 -1.65298
H: -3.28205 2.04581 1.03535
H: -4.19884 1.80644 -0.43340
H: -4.07772 0.43606 0.75008
H: 2.24539 0.86015 1.91072
H: 3.57078 -0.47926 1.80913
H: 1.84971 -0.95243 2.05425
H: 2.53098 0.57761 -2.12306

Atom charges from the Mulliken analysis, given in e for atoms 1 to 5: C 0.328; C -0.862; C -0.656; C -0.661; N -0.095

2.
Density functional theory data (ωB97M-V with the def2-TZVPD basis set) for a cluster of 15 separate species, C59H86N11O7S3 in total.

HOMO energy in eV: -5.719
Molar mass in g/mol: 1157.61
Total charge: -1
Total energy in eV: -125803.7494

Cartesian coordinates (Å):
C: -0.20488 0.39782 -1.05050
C: -0.68555 -0.25910 0.26812
C: -0.30080 0.57754 1.52522
O: -2.01902 -0.71825 0.34915
H: -0.35703 -0.26528 -1.90211
H: 0.88391 0.43753 -1.08297
H: -0.64261 1.38237 -1.21531
H: -0.10913 -1.17318 0.41066
H: -0.72956 1.57851 1.47683
H: 0.77662 0.66685 1.66409
H: -0.62305 -0.01377 2.38231
C: 2.81626 -2.42184 2.26334
C: 2.40946 -1.45039 3.34245
C: 3.25894 -1.82409 4.61137
S: 3.50868 -3.63970 4.56633
O: 2.45220 -4.31069 5.34883
O: 4.93880 -3.87111 4.79777
C: 3.10137 -3.82352 2.80929
H: 3.67736 -1.95864 1.78162
H: 2.00873 -2.46423 1.53246
H: 1.33514 -1.57473 3.47838
H: 2.46939 -0.42318 2.98276
H: 2.94851 -1.54668 5.61873
H: 4.23111 -1.35249 4.46793
H: 2.14070 -4.33773 2.83794
H: 3.86120 -4.44428 2.33450
C: 1.35859 4.82036 -1.70749
C: 1.73680 3.43995 -2.29341
C: 2.77095 3.59569 -3.33726
S: 3.87499 4.83240 -2.58519
O: 4.21319 5.82216 -3.64114
O: 4.94986 4.12232 -1.90672
C: 2.66465 5.49276 -1.36731
H: 0.68715 4.78962 -0.84939
H: 0.84767 5.33641 -2.52036
H: 0.80591 3.03230 -2.68756
H: 2.12330 2.77766 -1.51876
H: 2.24003 3.95564 -4.21854
H: 3.38164 2.76034 -3.67982
H: 2.65320 6.58128 -1.42287
H: 3.21102 5.20706 -0.46845
C: 4.30058 0.45417 -1.35233
C: 5.62249 0.47305 -2.12381
C: 6.32404 -0.88126 -1.91157
S: 5.06543 -2.12553 -1.40178
O: 5.20033 -2.49626 0.01896
O: 4.95313 -3.14752 -2.47313
C: 3.70786 -0.92923 -1.50734
H: 3.66919 1.20379 -1.82930
H: 4.46808 0.70274 -0.30435
H: 6.19797 1.37993 -1.93812
H: 5.43792 0.38190 -3.19419
H: 7.02797 -0.84571 -1.08012
H: 6.87389 -1.35871 -2.72262
H: 2.97527 -1.27531 -0.77821
H: 3.36605 -1.03905 -2.53652
N: -4.81121 4.60445 2.21225
C: -4.63225 3.24512 2.01329
C: -3.29463 2.94523 2.13297
C: -2.60243 4.12035 2.46547
C: -3.58218 5.11173 2.48876
H: -5.76557 4.90569 2.34852
H: -5.49030 2.60497 1.87060
H: -2.94498 1.92833 2.03273
H: -1.55461 4.31166 2.64403
H: -3.55838 6.15014 2.78460
N: -3.40037 -1.93977 -1.91668
C: -4.53988 -2.63264 -2.07022
C: -4.54457 -3.25263 -3.30965
C: -3.28917 -3.01114 -3.85029
C: -2.58875 -2.21567 -2.97583
H: -3.05103 -1.46172 -1.09843
H: -5.26239 -2.61786 -1.26763
H: -5.31674 -3.81088 -3.81809
H: -2.77963 -3.47878 -4.67981
H: -1.53982 -1.95954 -2.99911
N: 2.10763 -2.07380 -4.50392
C: 1.37698 -0.88372 -4.47408
C: 2.25777 0.12639 -4.88388
C: 3.51101 -0.40246 -5.18424
C: 3.36310 -1.75823 -5.01383
H: 1.80760 -2.98744 -4.19514
H: 0.34420 -0.77407 -4.17787
H: 2.06158 1.18724 -4.93399
H: 4.38408 0.09148 -5.58447
H: 4.08894 -2.53784 -5.19201
N: -2.35535 0.07708 -5.17764
C: -2.56126 -0.10288 -6.52211
C: -1.80685 0.87726 -7.25070
C: -1.18320 1.66216 -6.31103
C: -1.46145 1.09023 -5.00292
H: -2.69591 -0.46888 -4.39914
H: -3.23897 -0.88609 -6.82821
H: -1.93816 0.89626 -8.32252
H: -0.55120 2.48903 -6.59960
H: -1.11766 1.41743 -4.03279
N: 0.08174 0.60695 6.05261
C: 0.65296 1.33945 5.02367
C: 1.97819 1.45355 5.32189
C: 2.27982 1.05939 6.63364
C: 1.03849 0.57581 7.06746
H: -0.79043 0.09831 6.07911
H: 0.16888 1.52075 4.07541
H: 2.74664 1.96549 4.76171
H: 3.23035 1.09452 7.14516
H: 0.76468 0.02428 7.95473
N: 2.64738 4.32213 3.17367
C: 3.98421 4.52396 3.23396
C: 4.69531 3.99337 2.19155
C: 3.69872 3.49583 1.32761
C: 2.48785 3.56106 2.03555
H: 2.04487 4.78717 3.83761
H: 4.31479 5.13720 4.05921
H: 5.75246 4.11321 2.00588
H: 3.80403 3.05058 0.34931
H: 1.45675 3.33209 1.81013
N: -2.83670 -0.73174 3.45820
C: -3.35955 0.06780 4.41270
C: -3.18962 -0.63674 5.62178
C: -2.43340 -1.80801 5.39074
C: -2.35351 -1.88292 4.02734
H: -2.77526 -0.46273 2.48663
H: -3.77228 1.03036 4.14903
H: -3.53626 -0.32828 6.59701
H: -1.93617 -2.48356 6.07104
H: -1.94425 -2.61316 3.34495
N: 2.49806 -4.79118 -2.23637
C: 1.92737 -4.05498 -1.26402
C: 0.68105 -3.71982 -1.73631
C: 0.47023 -4.23514 -3.03988
C: 1.67638 -4.87404 -3.28827
H: 3.45838 -5.08813 -2.13782
H: 2.45636 -3.82022 -0.35218
H: 0.00851 -3.02463 -1.25591
H: -0.37855 -4.09995 -3.69387
H: 1.93118 -5.55127 -4.09005
N: -1.91063 -3.79980 1.13048
C: -2.98156 -4.42232 1.53718
C: -2.59491 -5.68634 2.00203
C: -1.22612 -5.88852 1.77513
C: -0.85489 -4.63918 1.20930
H: -1.83130 -2.83131 0.85511
H: -3.96148 -3.96863 1.51899
H: -3.34365 -6.33296 2.43524
H: -0.56807 -6.68776 2.08270
H: 0.12194 -4.32185 0.87536
N: -4.87954 -0.60625 1.36069
C: -5.64430 -1.29797 2.25918
C: -6.95979 -0.97960 2.15532
C: -6.98119 -0.04572 1.05987
C: -5.72455 0.14570 0.54831
H: -3.91255 -0.66825 1.07575
H: -5.17987 -2.05903 2.86869
H: -7.83592 -1.35349 2.66424
H: -7.92406 0.33977 0.70098
H: -5.33000 0.68933 -0.29739
N: -3.22059 2.64481 -1.04685
C: -3.29195 1.73498 -2.08091
C: -4.40626 2.05619 -2.90313
C: -4.88333 3.28644 -2.40637
C: -4.18890 3.61606 -1.22371
H: -2.61828 2.50970 -0.24744
H: -2.70722 0.83082 -1.99732
H: -4.64707 1.55982 -3.83158
H: -5.63869 3.94675 -2.80612
H: -4.20482 4.46495 -0.55623

Atom charges from the Mulliken analysis, given in e for atoms 1 to 5: C 0.184; C 1.241; C -0.605; O 0.396; H -0.788

3.
Density functional theory data (ωB97M-V with the def2-TZVPD basis set) for an isolated molecule of C3H9N3O.

HOMO energy in eV: -8.976
Molar mass in g/mol: 103.12
SMILES: NNCCC(N)=O
Energy relative to the best compared isomer or geometry (same formula, charge and spin) in kcal per mole: 31.5
Total energy in eV: -9774.1712

Cartesian coordinates (Å):
N: -1.54106 -1.17535 -0.22041
N: -1.71820 0.21888 -0.02670
C: -0.50687 0.98897 0.48642
C: 0.66768 0.97940 -0.48733
C: 1.76826 0.10752 0.14961
N: 1.37026 -1.12616 0.53412
O: 2.92553 0.47579 0.18250
H: -1.39663 -1.43277 -1.19592
H: -2.33389 -1.68797 0.15209
H: -2.02848 0.67541 -0.88344
H: -0.32445 0.58467 1.48223
H: -0.86707 2.00908 0.62683
H: 1.08378 1.97715 -0.61967
H: 0.42071 0.57521 -1.47102
H: 0.40065 -1.40949 0.42876
H: 2.07979 -1.76032 0.86193

Atom charges from the Mulliken analysis, given in e for atoms 1 to 5: N -0.503; N -0.313; C -0.853; C -0.268; C 0.367

4.
Density functional theory data (ωB97M-V with the def2-TZVPD basis set) for a cluster of 2 separate species, C3H10N6O3 in total.

HOMO energy in eV: -9.142
Molar mass in g/mol: 178.15
SMILES: N/N=C/C(=O)O.NNC(=O)NN
Energy relative to the best compared isomer or geometry (same formula, charge and spin) in kcal per mole: 0.0
Total energy in eV: -18354.4101

Cartesian coordinates (Å):
N: 4.76889 -0.49601 0.99057
N: 3.72274 0.16420 0.44406
C: 2.69487 -0.48406 0.06657
C: 1.58944 0.27259 -0.59173
O: 0.57120 -0.26059 -0.95319
O: 1.81433 1.58501 -0.74410
H: 5.35195 0.11977 1.56899
H: 4.55243 -1.41602 1.44114
H: 2.56710 -1.56397 0.19091
H: 2.70700 1.76868 -0.37629
N: -1.70660 -1.72774 -1.13364
N: -2.17191 -0.52037 -0.65054
C: -2.84379 -0.47385 0.55302
O: -3.07372 -1.43162 1.26625
N: -3.25205 0.79799 0.91152
N: -3.06755 1.98449 0.21667
H: -2.13675 -1.97710 -2.04069
H: -0.67604 -1.70627 -1.21622
H: -2.03742 0.32400 -1.15520
H: -3.75007 0.86620 1.77977
H: -2.08403 2.21072 0.11996
H: -3.54003 1.96392 -0.68784

Atom charges from the Mulliken analysis, given in e for atoms 1 to 5: N -0.553; N -0.129; C 0.306; C 0.014; O -0.499

5.
Density functional theory data (ωB97M-V with the def2-TZVPD basis set) for a structure of composition C20H30CoN4OSSi2.

HOMO energy (spin up / spin down) in eV: -2.484 / -4.552
Molar mass in g/mol: 489.66
Total charge: -1
Energy relative to the best compared isomer or geometry (same formula, charge and spin) in kcal per mole: 94.3
Total energy in eV: -93452.1183
Spin multiplicity: 5

Cartesian coordinates (Å):
Co: -0.47506 0.13711 -0.87730
N: 0.23824 -3.35739 2.75716
C: 0.17351 -2.28301 1.90113
S: -2.04025 -1.17308 2.27709
N: 1.12625 -1.78031 1.28077
N: 0.96702 -0.68963 0.43538
C: 2.12912 -0.09683 0.17084
C: 2.12959 1.19353 -0.37478
C: 3.32051 1.92213 -0.63354
C: 3.24934 3.21381 -1.06518
C: 1.98233 3.81628 -1.24299
C: 0.86812 3.03960 -1.01666
N: 0.90003 1.76588 -0.61812
H: -0.54080 -3.41119 3.39289
H: 1.14153 -3.50804 3.18879
H: 3.05669 -0.58095 0.45860
H: 4.27462 1.43446 -0.47343
H: 4.15615 3.77345 -1.26396
H: 1.87663 4.84000 -1.57286
H: -0.11903 3.45413 -1.16944
C: -2.70154 0.52134 -3.52543
Si: -2.38551 1.08441 -1.75719
C: -2.52348 2.96434 -1.80851
C: -4.01498 0.46957 -0.98275
C: -5.30098 0.96502 -1.24419
C: -6.42672 0.28246 -0.81173
C: -6.28979 -0.92245 -0.12079
C: -5.02473 -1.41705 0.15190
C: -3.88380 -0.71769 -0.26150
Si: -2.09568 -1.18927 0.08840
C: -1.90439 -2.98316 -0.40636
C: -3.28090 0.13152 2.66605
H: -3.56260 1.07486 -3.91707
H: -2.94831 -0.54321 -3.52691
H: -1.85333 0.66341 -4.19533
H: -3.51080 3.22414 -2.20300
H: -1.77411 3.40097 -2.47401
H: -2.41420 3.42328 -0.82257
H: -5.42700 1.88987 -1.79989
H: -7.41553 0.67722 -1.01806
H: -7.17093 -1.46434 0.20368
H: -4.91977 -2.34496 0.70766
H: -2.69179 -3.57098 0.07320
H: -0.93590 -3.39479 -0.12334
H: -2.00226 -3.06372 -1.49245
H: -4.28889 -0.24524 2.50568
H: -3.11204 1.00857 2.04375
H: -3.13544 0.38997 3.71370
C: 0.83407 1.46275 -4.03401
C: 0.72080 -0.04273 -3.80033
C: 2.09852 -0.68757 -3.95127
O: 0.18882 -0.36745 -2.57028
H: 1.11890 1.67086 -5.07081
H: 1.59317 1.89320 -3.37493
H: -0.11417 1.96538 -3.83040
H: 0.08754 -0.45506 -4.61031
H: 2.77674 -0.27478 -3.19850
H: 2.52044 -0.50838 -4.94625
H: 2.02205 -1.76406 -3.78862

Atom charges from the Mulliken analysis, given in e for atoms 1 to 5: Co -0.184; N -0.456; C -0.147; S -0.239; N -1.072

6.
Density functional theory data (ωB97M-V with the def2-TZVPD basis set) for a structure of composition C44H56IN8OPRh.

HOMO energy (spin up / spin down) in eV: -15.446 / -15.449
Molar mass in g/mol: 973.77
Total charge: +3
Energy relative to the best compared isomer or geometry (same formula, charge and spin) in kcal per mole: 0.0
Total energy in eV: -80878.2440
Spin multiplicity: 5

Cartesian coordinates (Å):
Rh: 0.28572 -0.71006 0.24428
I: 0.47783 1.00401 2.65240
C: -1.26320 1.86805 3.33504
C: -1.08373 2.38330 4.63784
C: -2.09569 3.03936 5.28809
C: -3.32141 3.21875 4.62582
C: -3.52372 2.73120 3.33187
C: -4.76725 3.00112 2.73960
C: -5.03828 2.57955 1.43990
C: -4.07801 1.86065 0.77429
C: -2.81295 1.52768 1.33278
P: -1.88358 0.38459 0.17659
C: -1.71760 1.41330 -1.29668
C: -1.67511 2.80745 -1.20451
C: -1.43057 3.57326 -2.33601
C: -1.23335 2.95470 -3.56305
C: -1.26593 1.56943 -3.65913
C: -1.49604 0.79583 -2.53080
C: -3.15322 -0.88142 -0.05490
C: -3.96533 -0.97929 -1.18211
C: -4.91308 -1.99247 -1.25830
C: -5.05704 -2.89777 -0.21409
C: -4.25430 -2.79690 0.91792
C: -3.30171 -1.79283 0.99660
C: -2.49958 2.00007 2.62722
H: -0.13076 2.25827 5.13411
H: -1.94543 3.42109 6.28953
H: -4.12946 3.74956 5.11593
H: -5.50815 3.55439 3.30505
H: -5.98686 2.80039 0.96895
H: -4.30451 1.51697 -0.22732
H: -1.82131 3.30639 -0.25254
H: -1.39731 4.65237 -2.26041
H: -1.05388 3.55384 -4.44645
H: -1.11066 1.09153 -4.61772
H: -1.49444 -0.28401 -2.61009
H: -3.86910 -0.27325 -1.99808
H: -5.54587 -2.06934 -2.13280
H: -5.80359 -3.67898 -0.27791
H: -4.37373 -3.49836 1.73353
H: -2.67546 -1.71722 1.88157
C: 0.70967 6.83513 -1.10703
C: 2.12189 6.55968 -0.62736
N: 2.30604 5.15198 -0.22560
C: 2.17317 4.82475 1.19283
C: 3.48665 4.90251 1.95467
C: 2.63575 4.27280 -1.18381
O: 2.78828 4.54779 -2.36100
C: 2.83376 2.81812 -0.81425
C: 4.09894 2.25190 -0.91520
C: 4.24411 0.88089 -0.77971
C: 3.11431 0.11308 -0.56947
N: 1.88758 0.65183 -0.47009
C: 1.76369 1.98315 -0.58180
H: 0.59302 7.88992 -1.35466
H: -0.02600 6.58988 -0.33526
H: 0.49699 6.25063 -2.00318
H: 2.37107 7.17457 0.23740
H: 2.84171 6.77878 -1.41096
H: 1.72829 3.83378 1.30233
H: 1.45430 5.53282 1.60842
H: 4.20863 4.18254 1.56278
H: 3.33604 4.69303 3.01592
H: 3.92692 5.89658 1.87183
H: 4.95388 2.88291 -1.12711
H: 5.21246 0.40788 -0.86895
H: 3.17354 -0.96796 -0.51800
H: 0.75196 2.37259 -0.55007
C: 0.24744 -5.64552 -3.74273
C: -0.52830 -4.36623 -4.01766
N: 0.09565 -3.15705 -3.43470
C: 1.03129 -2.40135 -4.28576
C: 2.49685 -2.75194 -4.05962
C: -0.13464 -2.77909 -2.17897
C: -1.17184 -3.51942 -1.38868
N: 0.50374 -1.77236 -1.60222
H: -0.22574 -6.47652 -4.26522
H: 0.27333 -5.89209 -2.67970
H: 1.27467 -5.57349 -4.09827
H: -1.55127 -4.44322 -3.65718
H: -0.59390 -4.19262 -5.09003
H: 0.85493 -1.33531 -4.12679
H: 0.75004 -2.59997 -5.31745
H: 2.82336 -2.52280 -3.04236
H: 3.12028 -2.18355 -4.74982
H: 2.68202 -3.80949 -4.23893
H: -2.15691 -3.41056 -1.84570
H: -1.22557 -3.11499 -0.38156
H: -0.94879 -4.58447 -1.33354
H: 1.17969 -1.33803 -2.21575
C: 0.16119 -2.85717 2.47909
N: 1.23501 -2.31142 1.57017
C: 1.72470 -3.47316 0.73229
N: 2.19332 -4.57095 1.54042
C: 1.09862 -5.02964 2.40480
N: 0.62442 -3.95450 3.29006
C: 1.75978 -3.49400 4.10444
N: 2.86593 -3.00985 3.26685
C: 2.39372 -1.91838 2.45604
C: 3.29681 -4.10574 2.38879
H: -0.67300 -3.18741 1.85482
H: -0.17212 -2.04087 3.12449
H: 2.53201 -3.11238 0.09356
H: 0.90082 -3.80225 0.10661
H: 1.44661 -5.86253 3.01269
H: 0.27021 -5.37504 1.78381
H: 2.11521 -4.32102 4.71574
H: 1.42696 -2.69157 4.76512
H: 3.19844 -1.55232 1.81599
H: 2.06736 -1.11959 3.11827
H: 3.65029 -4.93225 3.00217
H: 4.11841 -3.76461 1.75778

Atom charges from the Mulliken analysis, given in e for atoms 1 to 5: Rh -0.537; I 0.593; C 0.540; C -0.884; C -1.015